*A*
20
Properties=species:S:1:pos:R:3 method="wB97M-V/def2-TZVPD" lumo_ha=-0.0674 orbital_gap_ev=3.1 multiplicity=1
C -0.101 -2.415 -1.083
C 0.503 -0.997 -1.288
N 0.426 -0.175 -0.116
C 1.359 0.004 0.895
C 0.723 0.734 1.924
N -0.537 1.136 1.536
C -0.643 0.569 0.235
C -1.462 1.924 2.206
H 0.332 -2.785 -0.154
H 0.268 -3.089 -1.856
H -1.190 -2.417 -1.024
H 0.114 -0.300 -2.030
H 1.577 -1.004 -1.474
H 2.325 -0.475 0.834
H 1.225 1.009 2.840
H -1.560 0.554 -0.336
H -1.117 2.929 2.452
H -1.779 1.362 3.085
H -2.395 2.031 1.652
Cl 1.931 1.406 -8.297

=====

*B*
20
Properties=species:S:1:pos:R:3 method="wB97M-V/def2-TZVPD" lumo_ha=0.0333 orbital_gap_ev=8.9 multiplicity=1 smiles="CN1NC(C)(C)C=C1Cl"
C 2.226 -1.424 -0.630
N 1.608 -0.271 0.165
N 0.382 -0.547 0.859
C -0.700 0.343 0.338
C -1.648 -0.577 -0.544
C -1.574 0.984 1.385
C 0.107 1.331 -0.449
C 1.368 0.872 -0.594
Cl 2.567 1.556 -1.536
H 1.744 -1.753 -1.626
H 3.283 -1.228 -0.771
H 1.923 -2.264 0.041
H 0.492 -0.375 1.796
H -2.636 -0.031 -0.636
H -1.814 -1.611 -0.164
H -1.175 -0.578 -1.507
H -2.299 0.235 1.768
H -2.293 1.604 0.863
H -1.238 1.695 2.280
H -0.320 2.039 -1.040

=====

Consider the structures shown above. The most stable of them is *B*.